This record from the OMol25 dataset describes a cluster of 2 separate species, C28H23BrF23NO4S in total at a distorted geometry. The level of theory is wB97M-V/def2-TZVPD.

Summary:
Calculated total energy   -182463.9124 eV
Maximum force   0.075 hartree/bohr
LUMO level   -0.08 eV
Orbital gap   9.17 eV

XYZ file:
```
81
Properties=species:S:1:pos:R:3:mulliken_charge:R:1
C 3.215 2.576 3.186 -0.86
N 2.329 3.157 2.121 -0.07
C 1.000 3.336 2.841 -0.75
C 2.045 2.079 1.175 0.46
O 2.703 1.067 1.259 -0.55
C 0.859 2.279 0.148 -1.45
C 1.083 1.553 -1.216 2.51
C 2.571 1.975 -1.650 -0.97
C 2.784 3.532 -1.592 0.33
O 3.649 3.990 -0.936 -0.44
F 2.021 4.418 -2.331 -0.27
C 0.271 1.975 -2.501 -1.07
O 0.005 0.778 -3.271 -0.34
C 0.077 -0.494 -2.569 1.59
C 1.152 -1.303 -3.447 0.66
F 0.679 -1.651 -4.698 -0.35
F 2.237 -0.450 -3.718 -0.30
C 1.763 -2.567 -2.802 0.70
C 1.278 -3.364 -1.701 -0.15
C 2.034 -4.520 -1.203 -1.05
C 3.287 -4.927 -1.803 -0.65
C 3.769 -4.161 -2.946 0.12
C 5.088 -4.641 -3.613 0.83
F 5.990 -3.624 -3.810 -0.25
F 4.897 -5.259 -4.816 -0.23
F 5.730 -5.549 -2.791 -0.28
C 3.030 -3.019 -3.407 -0.90
C -1.356 -1.067 -2.753 0.26
F -1.819 -0.670 -4.004 -0.31
F -1.301 -2.461 -2.898 -0.36
C -2.577 -0.836 -1.784 0.73
F -3.573 -1.563 -2.480 -0.38
F -2.507 -1.623 -0.648 -0.29
C -3.207 0.588 -1.596 0.38
F -4.579 0.477 -1.859 -0.31
F -2.814 1.497 -2.559 -0.22
C -3.116 1.342 -0.217 0.88
F -2.615 0.657 0.847 -0.33
F -2.139 2.338 -0.426 -0.36
C -4.375 2.227 0.194 0.59
F -3.816 3.174 1.064 -0.34
F -4.829 3.019 -0.829 -0.27
C -5.504 1.572 1.059 0.44
F -5.078 0.856 2.147 -0.26
F -6.158 2.666 1.636 -0.33
C -6.664 0.782 0.340 0.63
F -7.082 1.342 -0.840 -0.25
F -7.771 0.923 1.172 -0.31
C -6.465 -0.786 0.191 0.74
F -5.181 -1.218 0.310 -0.23
F -7.240 -1.462 1.066 -0.25
F -6.864 -1.118 -1.082 -0.25
C 0.780 -0.027 -1.234 -2.40
Br 0.302 -0.876 0.498 0.00
H 3.340 3.361 3.990 0.35
H 2.724 1.701 3.710 0.44
H 4.241 2.348 2.818 0.24
H 0.325 4.046 2.305 0.24
H 0.496 2.320 2.819 0.22
H 1.160 3.570 3.917 0.36
H 0.678 3.389 0.056 0.57
H -0.039 1.909 0.721 0.50
H 2.771 1.724 -2.733 0.66
H 3.364 1.438 -1.078 0.44
H 0.897 2.537 -3.252 0.49
H -0.585 2.702 -2.393 -0.07
H 0.309 -3.094 -1.236 0.44
H 1.577 -5.055 -0.344 0.37
H 3.843 -5.795 -1.393 0.39
H 3.450 -2.472 -4.288 0.36
H 1.851 -0.382 -1.296 0.65
C 2.070 -2.124 5.894 -1.14
S 1.390 -0.803 4.876 0.75
O 2.338 0.346 4.946 -0.76
C 0.000 -0.421 5.959 -1.02
H 2.980 -2.488 5.419 0.32
H 2.308 -1.743 6.888 0.36
H 1.349 -2.939 5.965 0.38
H 0.366 -0.145 6.949 0.37
H -0.657 -1.289 6.028 0.37
H -0.549 0.416 5.528 0.28
```

=====

This record from the OMol25 dataset describes a structure of composition C28H23F6N6O5S6Ti. The level of theory is wB97M-V/def2-TZVPD.

Summary:
Calculated total energy   -153023.5678 eV
Relative energy (zero: lowest compared OMol25 entry of this formula, charge and spin)   0.0 kJ/mol
Maximum force   0.015 hartree/bohr
⟨S²⟩   0.756
Spin multiplicity   2
LUMO level (alpha / beta)   3.83 / 2.94 eV
Total charge   -2
Orbital gap (alpha / beta)   4.94 / 4.05 eV

XYZ file:
```
75
Properties=species:S:1:pos:R:3:mulliken_charge:R:1
Ti 0.016 -0.680 -1.508 -0.62
S -2.438 -0.681 -1.641 -0.44
C -2.667 -1.499 -0.079 0.83
N -3.912 -1.473 0.374 -1.09
N -4.058 -2.142 1.608 0.10
C -3.546 -1.760 2.802 0.91
C -3.790 -2.537 3.953 -0.75
C -3.283 -2.165 5.185 -0.32
C -2.511 -1.017 5.326 -0.72
C -2.265 -0.247 4.191 -0.43
C -2.768 -0.594 2.950 -0.34
N -1.639 -2.077 0.521 -0.95
N -0.424 -1.885 -0.093 1.18
C 0.588 -2.553 0.639 0.16
C 0.474 -2.727 2.023 -0.32
C 1.485 -3.360 2.726 -0.62
C 2.622 -3.832 2.079 -0.61
C 2.726 -3.677 0.702 -0.63
C 1.712 -3.060 -0.017 -0.32
H -4.684 -2.926 1.590 0.16
H -4.367 -3.451 3.856 0.27
H -3.483 -2.794 6.048 0.32
H -2.094 -0.740 6.286 0.36
H -1.649 0.642 4.267 0.38
H -2.542 0.006 2.081 0.33
H -0.406 -2.345 2.521 0.45
H 1.389 -3.466 3.800 0.37
H 3.411 -4.320 2.639 0.34
H 3.595 -4.048 0.171 0.42
H 1.796 -2.984 -1.092 0.21
S 2.224 3.386 -1.932 -0.17
S 1.387 3.980 -0.273 -0.03
S 0.743 2.388 0.885 -0.10
S -0.749 1.377 -0.085 0.02
F 1.977 -0.330 3.841 -0.29
C 2.686 0.436 3.005 0.22
C 2.976 0.041 1.758 0.36
N 3.715 0.830 0.903 0.23
C 4.086 0.397 -0.443 -1.08
C 3.088 -0.467 -1.210 0.40
O 3.545 -1.218 -2.048 -0.69
O 1.839 -0.269 -0.934 0.15
C 4.197 2.056 1.297 0.17
O 4.908 2.764 0.607 -0.67
N 3.844 2.433 2.578 0.04
C 3.116 1.720 3.520 0.05
O 2.917 2.166 4.633 -0.70
H 2.632 -0.912 1.376 0.32
H 5.038 -0.133 -0.425 0.23
H 4.219 1.306 -1.028 0.38
H 4.168 3.346 2.858 0.22
F 1.358 -2.780 -3.227 -0.36
C 0.053 -2.273 -3.116 0.95
F -0.710 -3.375 -2.774 -0.32
C -0.304 -2.040 -4.593 0.44
F 0.567 -1.195 -5.186 -0.26
F -1.531 -1.510 -4.754 -0.28
F -0.283 -3.174 -5.328 -0.32
C -0.754 1.859 -5.319 -1.25
S -1.370 1.262 -3.746 0.65
O -0.103 0.713 -3.122 0.11
C -1.800 2.826 -3.000 0.63
C -1.019 3.967 -3.101 -0.55
C -1.431 5.125 -2.463 -0.69
C -2.617 5.134 -1.739 -0.39
C -3.391 3.988 -1.643 -0.58
C -2.981 2.821 -2.270 -0.39
H 0.163 2.422 -5.150 0.27
H -1.517 2.475 -5.790 0.46
H -0.541 0.975 -5.916 0.39
H -0.073 3.947 -3.624 0.33
H -0.810 6.010 -2.507 0.37
H -2.926 6.038 -1.227 0.36
H -4.295 3.986 -1.048 0.40
H -3.528 1.893 -2.149 0.33
```

=====

This record from the OMol25 dataset describes a cluster of 5 separate species, C28H23I2O13P in total at a distorted geometry. The level of theory is wB97M-V/def2-TZVPD.

Summary:
Calculated total energy   -81511.2167 eV
SMILES   C[C@@H](I)[C@H](I)OC(=O)OP(O)O.O=C1C=CC(=O)C=C1.O=C1C=CC(=O)C=C1.O=C1C=CC(=O)C=C1.O=C1C=CC(=O)C=C1
Maximum force   0.082 hartree/bohr
LUMO level   -2.08 eV
Orbital gap   7.68 eV

XYZ file:
```
67
Properties=species:S:1:pos:R:3:mulliken_charge:R:1
C 0.755 2.128 -3.249 -0.57
C -0.138 2.239 -1.931 0.13
I -1.355 4.074 -1.928 0.09
C -1.015 0.936 -1.611 -0.29
I -2.207 0.250 -3.301 0.07
O -1.849 1.274 -0.444 -0.26
C -1.159 0.773 0.719 0.72
O -1.359 -0.411 1.012 -0.44
O -0.366 1.693 1.443 -0.24
P 1.317 1.278 1.465 0.18
O 1.692 -0.010 0.409 -0.40
O 2.119 2.731 0.986 -0.33
H 1.360 3.104 -3.324 0.37
H 1.507 1.261 -3.087 0.17
H 0.116 1.966 -4.184 0.23
H 0.583 2.364 -1.046 -0.36
H -0.382 0.043 -1.278 0.37
H 1.667 0.269 -0.539 0.32
H 1.395 3.331 0.671 0.34
O -1.707 -3.932 -2.881 -0.56
C -2.641 -3.972 -2.103 0.24
C -2.581 -3.287 -0.795 -0.37
C -3.604 -3.333 0.058 -0.26
C -4.843 -4.070 -0.268 0.39
O -5.779 -4.110 0.510 -0.56
C -4.905 -4.756 -1.577 -0.38
C -3.881 -4.709 -2.430 -0.44
H -1.667 -2.751 -0.571 0.48
H -3.577 -2.837 1.021 0.57
H -5.819 -5.291 -1.800 0.43
H -3.909 -5.205 -3.392 0.41
O -6.218 -8.212 4.571 -0.55
C -6.058 -7.006 4.581 0.35
C -5.732 -6.286 5.831 -0.38
C -5.559 -4.964 5.843 -0.36
C -5.685 -4.162 4.607 0.29
O -5.525 -2.956 4.618 -0.56
C -6.011 -4.882 3.357 -0.44
C -6.183 -6.204 3.346 -0.33
H -5.643 -6.888 6.727 0.40
H -5.321 -4.420 6.749 0.41
H -6.100 -4.280 2.461 0.76
H -6.421 -6.748 2.440 0.45
O 5.886 5.455 5.503 -0.55
C 5.238 5.675 4.498 0.37
C 4.700 7.023 4.212 -0.33
C 3.987 7.263 3.111 -0.35
C 3.706 6.194 2.129 0.39
O 3.057 6.414 1.123 -0.56
C 4.244 4.847 2.415 -0.26
C 4.956 4.606 3.516 -0.38
H 4.916 7.794 4.940 0.41
H 3.585 8.243 2.885 0.41
H 4.028 4.076 1.686 0.42
H 5.358 3.626 3.741 0.42
O 6.647 2.023 -6.966 -0.54
C 5.854 1.659 -6.120 0.31
C 4.864 2.594 -5.543 -0.52
C 3.996 2.195 -4.614 -0.06
C 3.984 0.800 -4.122 0.52
O 3.189 0.432 -3.273 -0.54
C 4.974 -0.134 -4.698 -0.41
C 5.842 0.265 -5.628 -0.37
H 4.886 3.611 -5.915 0.44
H 3.266 2.865 -4.181 0.27
H 4.952 -1.151 -4.327 0.43
H 6.573 -0.406 -6.061 0.40
```

=====

This record from the OMol25 dataset describes a structure of composition C28H23MoN3O2 at a distorted geometry. The level of theory is wB97M-V/def2-TZVPD.

Summary:
Calculated total energy   -39811.4257 eV
Maximum force   0.021 hartree/bohr
LUMO level (alpha / beta)   -8.63 / -8.71 eV
Total charge   +2
Orbital gap (alpha / beta)   5.56 / 5.49 eV

XYZ file:
```
57
Properties=species:S:1:pos:R:3:mulliken_charge:R:1
Mo 0.221 -0.932 -0.343 1.82
C 0.858 -5.040 0.194 -1.21
C 1.397 -3.663 0.139 0.56
O 0.502 -2.708 -0.231 -0.68
C 2.654 -3.262 0.383 -0.94
C 3.102 -1.900 0.281 1.11
C 4.561 -1.627 0.391 -1.23
N 2.256 -0.901 0.097 -0.05
N 2.869 0.348 0.037 -0.89
C 2.060 1.224 -0.403 0.36
O 0.784 0.738 -0.705 -0.71
C 2.356 2.615 -0.621 0.81
C 1.552 3.365 -1.480 -0.13
C 1.866 4.688 -1.721 -0.86
C 2.966 5.263 -1.092 -0.40
C 3.763 4.515 -0.234 -0.73
C 3.467 3.188 0.004 -0.50
H 0.604 -5.377 -0.814 0.33
H -0.053 -5.074 0.795 0.29
H 1.594 -5.717 0.618 0.39
H 3.389 -4.007 0.647 0.37
H 5.113 -2.541 0.583 0.40
H 4.746 -0.900 1.182 0.34
H 4.921 -1.168 -0.531 0.37
H 0.695 2.908 -1.957 0.42
H 1.256 5.279 -2.389 0.48
H 3.197 6.304 -1.268 0.45
H 4.614 4.972 0.251 0.43
H 4.074 2.595 0.674 0.47
C -2.654 0.600 0.824 -1.12
C -2.137 1.996 0.620 0.72
C -2.463 2.710 -0.528 -0.48
C -1.985 3.998 -0.710 -0.73
C -1.168 4.571 0.262 0.50
C -0.840 3.865 1.415 -0.64
C -1.329 2.583 1.589 -0.50
C -0.629 5.891 0.061 -0.07
N -0.173 6.930 -0.108 -0.46
H -3.627 0.492 0.342 0.50
H -2.770 0.414 1.893 0.41
H -3.098 2.265 -1.285 0.44
H -2.242 4.561 -1.597 0.48
H -0.211 4.324 2.164 0.52
H -1.078 2.036 2.491 0.44
C -1.827 -0.617 0.345 -0.76
C -2.220 -1.788 0.105 1.17
C -2.818 -3.036 0.012 0.45
C -3.042 -3.771 1.201 -0.08
C -3.830 -4.896 1.153 -0.82
C -4.385 -5.301 -0.063 -0.26
C -4.139 -4.603 -1.246 -0.79
C -3.349 -3.477 -1.222 -0.29
H -2.605 -3.434 2.132 0.51
H -4.026 -5.461 2.054 0.45
H -5.022 -6.175 -0.088 0.45
H -4.569 -4.944 -2.177 0.44
H -3.144 -2.919 -2.126 0.48
```

=====

> calculated total energy of number 2 (C28H23F6N6O5S6Ti)?

-153023.5678 eV

=====

> What is the formula in the fourth record?

C28H23MoN3O2

=====

> Which formula does entry 3 have?

C28H23I2O13P

=====

> Which value of calculated total energy does entry 2 give?

-153023.5678 eV